This record from OMol25 describes C43H100Cl2F5NbO18P as an isolated structure in a non-equilibrium geometry. The level of theory is wB97M-V/def2-TZVPD.

Cartesian coordinates (Å):
1 C 2.86425 2.11407 7.92819
2 H 2.14115 -11.22505 7.06986
3 H 2.10882 -0.63006 8.46244
4 H -6.52019 5.58480 -6.31213
5 C -0.40352 -6.37196 1.93439
6 H 1.74653 -6.07515 5.51623
7 F -3.43093 2.27807 -5.36292
8 O -7.23370 0.84893 -7.94707
9 H 3.64854 -14.05563 6.00299
10 H -0.82711 -4.03136 -1.28436
11 C 1.34042 -10.96443 5.10129
12 O -9.52030 -0.28604 -6.46950
13 H 5.98021 -0.07802 0.03797
14 H -2.68764 3.52566 1.43182
15 H -1.43767 -1.08313 1.06087
16 O -7.89785 7.70256 -5.36143
17 H 5.66539 -0.98418 8.22046
18 H 0.80827 4.36011 -2.04551
19 H -2.93774 -0.59414 -3.69911
20 H -7.44149 7.17486 -7.87300
21 H 0.24761 -13.09556 4.18305
22 F -5.49068 3.03583 -5.01987
23 H -0.65034 4.72788 -0.03337
24 O 1.49914 -11.47108 3.77716
25 H -0.39248 -5.77965 4.27750
26 H 9.76778 6.17873 0.22520
27 H -7.62047 4.36354 -5.66122
28 H -8.31720 0.05694 -4.86324
29 H -8.06155 1.12321 -9.79372
30 H 1.79272 2.22717 7.76018
31 H -1.50660 5.89030 -2.70775
32 H 3.02469 1.81807 8.96745
33 C -1.95596 5.25944 -1.85935
34 H 4.14178 -1.40475 7.42501
35 H 6.60388 0.47664 2.30505
36 O 4.01108 -0.56427 9.32731
37 H -0.19751 -6.51493 0.87294
38 H -7.40837 6.20519 -4.07234
39 C 1.05453 4.60971 -4.59192
40 H -9.75671 8.48114 -4.91548
41 H 2.66225 -2.12753 9.26763
42 H -8.06564 1.98924 -6.41226
43 C -0.64882 -1.71041 0.52719
44 C 0.85163 -4.53996 -2.61550
45 H 7.33127 2.08977 2.41882
46 H 0.29306 -11.01736 5.41585
47 O 0.53596 -5.43724 2.44539
48 H -7.03833 5.65729 -8.72846
49 H 0.45056 -1.88004 2.42956
50 C -2.03656 2.34364 -0.41266
51 H 0.65519 -4.35771 4.16406
52 H -9.07212 6.12459 -4.67015
53 H 1.36894 -0.81216 1.15832
54 H -7.93240 2.59300 -8.80393
55 H 4.40142 1.88480 2.81022
56 H -1.38499 0.90809 -4.43206
57 H -3.97208 2.40118 0.80806
58 H 5.30015 1.22289 -0.95104
59 C 5.39732 0.84865 0.07256
60 H 1.55450 -3.95401 -1.94979
61 C 3.82784 0.96688 2.96192
62 H 2.09381 -8.99282 2.75720
63 O -0.86319 -2.69343 -2.99008
64 C -7.49339 1.06742 -6.56095
65 O 3.35462 1.14232 7.01676
66 F -5.01820 1.01126 -4.23058
67 C -7.56257 5.38640 -6.04375
68 H 10.44817 4.88135 1.21800
69 H -0.34737 0.58338 -2.99188
70 C 2.68464 -13.94211 5.49673
71 C -8.20567 -0.12486 -5.93634
72 H 1.18178 -4.62617 -3.69109
73 H 11.79674 7.05632 3.59153
74 H -1.86826 6.13119 1.27885
75 C -9.12634 8.26962 -5.78643
76 Cl 2.93148 2.72787 -3.69490
77 H -9.66252 7.61411 -6.47674
78 C 4.66816 0.70009 7.35155
79 H 0.75700 -12.88008 2.49878
80 C 8.29514 5.93385 4.13649
81 C -1.13891 5.62265 -0.53460
82 H 7.22712 6.16873 4.18076
83 H -1.09036 2.40844 0.22685
84 H -0.33256 -7.33969 2.43656
85 H 1.63000 -9.90960 5.07590
86 O 6.08397 1.85216 0.81900
87 C -8.16194 1.52288 -8.78299
88 C -4.05088 2.96860 -3.01082
89 H -2.35226 1.24160 -0.34284
90 C 0.55248 -5.40669 3.86879
91 H -0.31967 6.36285 -0.83402
92 O 1.85483 -13.05902 6.23625
93 C 9.86475 5.80738 1.24994
94 H 2.68089 -5.79829 4.03919
95 C -7.83679 6.22399 -8.23894
96 H 7.87754 6.47344 1.81842
97 H 2.75993 1.20237 3.00587
98 C -4.44071 2.28328 -4.42889
99 C 4.63617 -0.65347 8.04955
100 H 4.12735 0.52421 3.91343
101 C 8.47135 5.55370 1.81033
102 C 2.24322 -11.69494 6.08682
103 H 0.85339 -5.60908 -2.20089
104 H 2.32130 -7.32355 2.20500
105 C -9.58615 -1.31374 -7.44467
106 H 7.96048 4.83111 1.16654
107 H 1.94478 4.75658 -5.27663
108 H 7.90740 0.95561 1.17764
109 H 3.46498 -8.04665 3.37401
110 H 3.35260 3.07638 7.74016
111 H 2.18574 -0.71398 10.23145
112 H 5.21967 0.59696 6.41171
113 H -8.77592 -1.23849 -8.17359
114 O 1.61006 -7.58220 4.15581
115 F -4.81011 2.22870 -2.04747
116 C 2.41712 -7.99576 3.06104
117 H 3.41198 1.51545 0.64255
118 H 11.07027 5.44292 3.48291
119 C 1.73442 -6.18834 4.42749
120 O 4.06572 0.01546 1.93501
121 H -8.90868 9.20882 -6.29693
122 H -3.00879 5.64691 -1.71190
123 H -8.61836 6.43194 -8.97175
124 H -9.54920 -2.29245 -6.95333
125 C -3.16131 3.13467 0.47056
126 C -2.42654 -0.14934 -2.77722
127 H -6.52649 1.19204 -6.07154
128 H 3.29353 -11.61943 5.78626
129 O -8.40496 5.44880 -7.19481
130 H 0.57559 2.46165 -4.52881
131 H 2.19383 -14.91565 5.45649
132 O 10.55027 6.81329 1.99298
133 H 5.18580 1.44548 7.96430
134 H -3.22600 0.19570 -2.06218
135 C 11.49213 6.26703 2.90312
136 H -9.19280 1.37476 -8.45141
137 C -1.39107 0.96088 -3.28533
138 H 0.10166 4.67452 -5.20962
139 H 1.25634 -2.69971 1.01392
140 H -7.61942 -1.04093 -6.06279
141 O -0.43921 -1.14090 -0.78727
142 H 12.37493 5.91798 2.35622
143 F -4.70408 4.24654 -3.06031
144 P -1.60875 -1.62657 -1.90777
145 O 8.53452 4.97822 3.11419
146 O -2.03273 6.35622 0.34759
147 C 0.74364 -1.73557 1.34021
148 C -8.03760 6.34126 -4.95686
149 H 2.84535 -13.59142 4.47430
150 H -1.00433 -2.79011 0.51678
151 H -0.45646 -11.78397 3.19275
152 H 1.04151 5.46957 -3.85891
153 C 0.47512 3.32799 -2.38468
154 C 0.45304 -12.35603 3.40579
155 Cl 1.27922 2.11453 -1.27565
156 O -2.78162 -2.40667 -1.26568
157 C -0.62472 -3.99003 -2.40941
158 Nb -1.80824 3.08962 -2.54035
159 C 1.14666 3.16975 -3.86292
160 H -3.68294 3.95201 -0.10848
161 H -1.34983 -4.75566 -2.85580
162 H 8.86735 6.85164 3.97986
163 C 2.67085 -1.03372 9.30809
164 H 8.59661 5.49513 5.08894
165 H -10.53728 -1.22240 -7.97120
166 H -1.41789 -5.97376 2.04445
167 H 3.49250 -0.12513 -0.01358
168 C 4.00420 0.59504 0.63244
169 C 7.02518 1.30289 1.72745
170 H -1.60776 3.74991 -4.25374

Cartesian forces (eV/Å) of the 2 atoms listed first:
C -0.1 0.0 -0.2
H 0.0 0.0 0.0

Output
Maximum force = 3.83 eV/Å
Energy = -4870.22985 hartree
HOMO level = -5.7 eV
Net charge = -1
HOMO-LUMO gap = 6.8 eV
2S+1 = 1

Here are the Mulliken charges for atoms 1 to 99, given in e: -0.81 0.37 0.32 0.33 -0.74 0.39 -0.22 -0.45 0.32 0.08 -0.01 -0.41 0.37 0.21 0.28 -0.37 0.38 0.42 0.42 0.39 0.35 -0.16 0.18 -0.36 0.37 0.38 0.00 0.34 0.26 0.26 0.43 0.35 -0.65 0.30 0.32 -0.38 0.19 0.34 -0.99 0.32 0.31 0.13 -0.32 -0.99 0.18 0.31 -0.20 0.33 0.28 0.27 0.35 0.36 -0.02 0.17 0.29 0.26 0.27 0.40 -0.95 0.22 -0.58 0.19 -0.39 0.41 -0.30 -0.28 0.13 0.32 0.48 -0.71 -0.63 0.31 0.25 0.31 -0.69 -0.22 0.29 -0.42 0.25 -0.81 -0.12 0.31 0.39 0.34 0.14 -0.27 -0.59 0.47 -0.14 -0.55 0.20 -0.37 -0.57 0.35 -0.85 0.33 0.27 0.76 -0.53